Entry 1:
Formula: C10H16
Source: the OMol25 dataset
Level of theory: the ωB97M-V functional and the def2-TZVPD basis

Geometry as XYZ:
```
26
Properties=species:S:1:pos:R:3
C 2.09 0.58 -2.48
C 1.97 0.06 -1.10
C 0.91 -0.80 -0.81
C 0.77 -1.29 0.48
C 1.73 -1.02 1.48
C 2.76 -0.17 1.20
C 2.82 0.42 -0.07
H 2.22 -0.11 -3.30
H 2.94 1.22 -2.73
H 1.19 1.18 -2.70
H 0.14 -1.24 -1.41
H 0.13 -2.17 0.54
H 1.64 -1.53 2.44
H 3.58 0.04 1.89
H 3.44 1.30 -0.20
C -2.86 -0.34 -0.34
C -2.06 0.66 0.44
C -2.72 0.73 1.86
H -3.63 0.14 -0.97
H -2.28 -0.73 -1.24
H -3.10 -1.28 0.16
H -0.98 0.54 0.53
H -2.08 1.60 -0.16
H -3.81 0.71 1.71
H -2.39 -0.14 2.43
H -2.41 1.64 2.36
```

Calculated values
Orbital gap = 0.368 hartree
ΔE to the lowest compared entry with this formula, charge and spin = 1.311 eV
LUMO = 0.03663 Eh
SMILES = Cc1ccccc1.CCC
Max |F| = 0.07155 Eh/bohr



Entry 2:
Formula: C6H20Si3
Source: the OMol25 dataset
Level of theory: the ωB97M-V functional and the def2-TZVPD basis

Geometry as XYZ:
```
29
Properties=species:S:1:pos:R:3
C -3.37 -1.31 -0.87
C -3.77 1.01 0.94
C 4.22 -0.64 0.61
C 2.30 1.42 -1.27
C 1.24 0.58 1.49
C -1.16 0.83 -0.84
Si 1.20 -1.97 -0.66
Si -2.41 -0.06 0.09
Si 2.39 -0.10 0.01
H -4.22 -1.49 -0.29
H -3.67 -0.99 -1.89
H -2.80 -2.22 -0.98
H -3.73 1.27 2.01
H -3.69 2.02 0.50
H -4.86 0.69 0.97
H 4.22 -1.43 1.43
H 4.72 -1.04 -0.19
H 4.94 0.20 0.93
H 1.37 1.56 -1.67
H 2.54 2.31 -0.56
H 2.97 1.44 -2.13
H 0.37 -0.07 1.65
H 1.81 0.79 2.39
H 0.72 1.48 1.11
H -1.12 0.44 -1.81
H -0.39 1.66 -0.67
H 1.73 -2.93 -1.78
H 0.22 -2.39 0.27
H -1.80 -1.06 1.19
```

Calculated values
Orbital gap (alpha / beta) = 0.235 / 0.302 hartree
ΔE to the lowest compared entry with this formula, charge and spin = 3.193 eV
LUMO (alpha / beta) = -0.03055 / -0.02713 Eh
Max |F| = 0.08293 Eh/bohr



Entry 3:
Formula: C18H35BBr11N2O
Source: the OMol25 dataset
Level of theory: the ωB97M-V functional and the def2-TZVPD basis

Geometry as XYZ:
```
68
Properties=species:S:1:pos:R:3
C 0.65 -0.84 -0.95
C 0.51 -0.81 -2.51
B -0.97 -0.57 -3.02
O -1.42 -1.28 -4.08
N -1.76 0.48 -2.29
C -1.26 1.69 -1.78
C -2.29 2.37 -1.23
N -3.42 1.57 -1.40
C -3.07 0.45 -2.03
C -4.17 -0.55 -2.36
C -3.84 -2.03 -2.06
C -3.57 -2.36 -0.55
Br -4.38 -1.13 0.73
H -0.10 -1.53 -0.53
H 0.52 0.14 -0.48
H 1.68 -1.16 -0.71
H 1.11 0.06 -2.87
H 0.96 -1.72 -2.95
H -2.18 -0.86 -4.53
H -0.21 1.99 -1.87
H -2.24 3.35 -0.76
H -4.37 1.80 -1.11
H -4.43 -0.47 -3.44
H -5.08 -0.22 -1.83
H -2.99 -2.43 -2.63
H -4.72 -2.62 -2.36
H -2.50 -2.51 -0.36
H -4.03 -3.34 -0.37
Br 4.34 0.79 -2.20
C 4.23 -0.24 -3.85
C 4.27 0.65 -5.06
Br 2.55 1.54 -5.33
H 3.32 -0.84 -3.79
H 5.09 -0.90 -3.83
H 4.44 0.07 -5.96
H 5.02 1.43 -4.99
Br 2.87 2.89 0.83
C 4.60 3.70 0.45
C 4.57 5.18 0.70
Br 3.66 6.12 -0.75
H 4.85 3.44 -0.57
H 5.29 3.21 1.14
H 5.58 5.59 0.71
H 4.07 5.46 1.62
Br 3.92 1.20 3.90
C 2.43 1.74 5.02
C 2.08 3.19 4.80
Br 3.35 4.38 5.68
H 2.70 1.52 6.05
H 1.60 1.10 4.73
H 1.11 3.42 5.25
H 2.06 3.47 3.75
Br -7.78 -1.67 -2.57
C -8.13 -3.56 -2.87
C -8.19 -4.32 -1.57
Br -6.41 -4.63 -0.85
H -7.36 -3.93 -3.54
H -9.09 -3.60 -3.37
H -8.61 -5.32 -1.72
H -8.76 -3.81 -0.80
Br 3.67 -3.35 5.86
C 4.52 -1.81 6.70
C 4.25 -1.77 8.18
Br 2.44 -1.15 8.55
H 4.16 -0.93 6.18
H 5.58 -1.94 6.51
H 4.90 -1.06 8.67
H 4.35 -2.74 8.66
```

Calculated values
Orbital gap = 0.318 hartree
Net charge = +1
LUMO = -0.09963 Eh
Max |F| = 0.03805 Eh/bohr



Entry 4:
Formula: C2H4N4O2
Source: the OMol25 dataset
Level of theory: the ωB97M-V functional and the def2-TZVPD basis

Geometry as XYZ:
```
12
Properties=species:S:1:pos:R:3
C -0.04 -0.86 0.18
C -2.43 0.50 -0.02
N -0.36 -2.02 0.36
N 0.92 1.11 0.81
N 0.87 0.04 0.02
N 1.68 0.29 -1.03
O -2.86 -0.38 -0.64
O -1.95 1.32 0.62
H 0.40 -2.72 0.59
H 0.42 1.09 1.69
H 2.16 1.02 -0.63
H 1.19 0.61 -1.95
```

Calculated values
Orbital gap (alpha / beta) = 0.281 / 0.289 hartree
ΔE to the lowest compared entry with this formula, charge and spin = 4.265 eV
LUMO (alpha / beta) = -0.00205 / -0.00191 Eh
Max |F| = 0.11622 Eh/bohr



Entry 5:
Formula: C33H44Br2F12N5O4
Source: the OMol25 dataset
Level of theory: the ωB97M-V functional and the def2-TZVPD basis

Geometry as XYZ:
```
100
Properties=species:S:1:pos:R:3
C 0.25 -5.26 2.61
C 0.59 -5.36 1.15
O -0.11 -5.81 0.29
O 1.84 -4.87 0.90
C 2.08 -4.39 -0.42
C 2.50 -2.93 -0.36
N 1.36 -2.00 -0.09
N 0.24 -2.65 0.09
C -0.90 -2.00 0.23
C -2.09 -2.93 0.34
C -3.12 -2.92 -0.81
C -2.56 -2.67 -2.20
F -2.12 -1.37 -2.32
Br -1.08 -3.86 -2.57
C -3.62 -2.90 -3.31
F -4.12 -4.13 -3.22
F -3.07 -2.75 -4.52
Br -5.07 -1.61 -3.16
C -0.95 -0.60 0.22
C -2.27 0.10 0.40
C -2.69 0.35 1.87
O -3.39 -0.74 2.44
C 0.25 0.10 0.00
C 0.22 1.60 -0.13
C 0.12 2.35 1.23
C -1.06 3.34 1.34
C -0.61 4.82 1.33
N -1.48 5.79 2.01
C -2.91 5.59 1.75
C -1.21 6.00 3.40
C -0.87 4.82 4.28
O -1.29 7.11 3.85
C 1.43 -0.66 -0.12
C 2.74 0.18 -0.29
F 2.65 0.75 -1.51
F 2.64 1.12 0.68
C 4.21 -0.33 -0.14
F 4.54 -1.15 -1.14
F 4.30 -0.99 1.03
C 5.27 0.86 -0.12
F 6.29 0.48 -0.90
F 4.74 1.98 -0.62
C 5.86 1.18 1.29
F 6.63 0.16 1.70
F 4.90 1.40 2.19
F 6.61 2.28 1.17
H -0.70 -5.75 2.80
H 0.18 -4.20 2.87
H 1.05 -5.68 3.22
H 1.25 -4.58 -1.09
H 2.95 -4.93 -0.82
H 3.24 -2.82 0.43
H 2.88 -2.67 -1.34
H -1.67 -3.94 0.40
H -2.63 -2.76 1.28
H -3.92 -2.21 -0.63
H -3.59 -3.91 -0.83
H -3.06 -0.49 -0.05
H -2.28 1.06 -0.11
H -1.83 0.64 2.49
H -3.37 1.20 1.85
H -2.79 -1.26 2.99
H 1.10 1.96 -0.65
H -0.62 1.88 -0.77
H 1.06 2.88 1.39
H 0.05 1.61 2.04
H -1.59 3.15 2.27
H -1.78 3.18 0.53
H 0.39 4.91 1.76
H -0.55 5.15 0.29
H -3.04 5.25 0.72
H -3.37 4.86 2.42
H -3.44 6.54 1.89
H -0.81 5.17 5.31
H 0.09 4.38 4.00
H -1.65 4.06 4.22
C 0.10 9.43 -2.15
C -0.47 9.63 -0.76
C -0.79 8.31 -0.05
C -1.78 7.52 -0.78
N -2.56 6.90 -1.35
H -0.61 8.92 -2.81
H 0.35 10.39 -2.61
H 1.02 8.83 -2.12
H -1.38 10.23 -0.82
H 0.24 10.19 -0.14
H -1.18 8.49 0.96
H 0.11 7.71 0.06
C -0.41 -9.00 -2.33
C 0.57 -9.60 -3.33
C 1.96 -8.95 -3.26
C 1.90 -7.52 -3.54
N 1.85 -6.39 -3.75
H -0.58 -7.94 -2.52
H -1.37 -9.51 -2.39
H -0.04 -9.11 -1.31
H 0.18 -9.49 -4.34
H 0.68 -10.67 -3.15
H 2.64 -9.41 -3.97
H 2.38 -9.08 -2.26
```

Calculated values
Orbital gap = 0.246 hartree
Net charge = +1
LUMO = -0.16092 Eh
Max |F| = 0.01268 Eh/bohr



Entry 6:
Formula: C5H11NO
Source: the OMol25 dataset
Level of theory: the ωB97M-V functional and the def2-TZVPD basis

Geometry as XYZ:
```
18
Properties=species:S:1:pos:R:3
H 0.60 -2.28 -0.05
N 1.46 -1.60 0.12
C 1.15 -0.43 0.25
C 1.99 0.78 0.07
C -0.52 0.08 0.83
C -1.13 1.35 0.26
H 3.02 0.47 -0.10
H 1.66 1.34 -0.80
H 1.93 1.43 0.94
H -1.24 -0.66 1.17
H -0.06 0.32 1.80
H -0.71 1.62 -0.71
H -0.98 2.21 0.91
H -2.21 1.24 0.10
C -1.23 -1.42 -1.16
O -0.83 -2.51 -0.73
H -0.65 -0.88 -1.92
H -2.24 -1.07 -0.96
```

Calculated values
Orbital gap = 0.335 hartree
ΔE to the lowest compared entry with this formula, charge and spin = 3.698 eV
LUMO = 0.01621 Eh
SMILES = [H]/N=C(/C)CC.C=O
Max |F| = 0.08289 Eh/bohr



Entry 7:
Formula: C2H5OPS
Source: the OMol25 dataset
Level of theory: the ωB97M-V functional and the def2-TZVPD basis

Geometry as XYZ:
```
10
Properties=species:S:1:pos:R:3
C 0.46 1.71 1.01
S -0.40 0.29 1.02
P -0.58 -0.16 -1.35
O -1.42 -1.58 -1.41
C 0.62 -0.75 -0.09
H 1.53 1.66 1.09
H -0.04 2.54 1.46
H -2.32 -1.49 -1.73
H 0.52 -1.81 0.14
H 1.64 -0.41 -0.13
```

Calculated values
Orbital gap (alpha / beta) = 0.253 / 0.253 hartree
ΔE to the lowest compared entry with this formula, charge and spin = 2.159 eV
LUMO (alpha / beta) = 0.00724 / 0.00723 Eh
SMILES = C=S1#P(O)C1
Max |F| = 0.01981 Eh/bohr



Entry 8:
Formula: C41H49BiN8O2P2S
Source: the OMol25 dataset
Level of theory: the ωB97M-V functional and the def2-TZVPD basis

Geometry as XYZ:
```
104
Properties=species:S:1:pos:R:3
Bi -0.65 0.70 -0.44
C -5.26 1.98 0.09
C -3.97 1.24 -0.08
N -2.88 1.81 -0.46
N -2.95 3.14 -0.75
C -1.91 3.65 -1.33
N -1.95 4.96 -1.62
S -0.40 2.86 -1.82
C -3.93 -0.22 0.23
C -4.99 -0.84 0.86
C -4.93 -2.21 1.09
C -3.82 -2.92 0.68
C -2.79 -2.22 0.07
N -2.84 -0.91 -0.16
H -5.19 2.96 -0.36
H -6.08 1.42 -0.37
H -5.49 2.10 1.15
H -2.79 5.48 -1.41
H -1.19 5.41 -2.11
H -5.85 -0.28 1.17
H -5.75 -2.71 1.58
H -3.74 -3.99 0.84
H -1.88 -2.73 -0.25
C 3.57 1.34 2.63
C 2.24 2.08 2.74
P 1.34 2.32 1.14
C -0.07 3.34 1.68
C -0.31 4.67 1.33
C -1.48 5.30 1.75
C -2.42 4.61 2.50
C -2.19 3.29 2.86
C -1.03 2.65 2.44
C 2.54 3.32 0.23
C 3.18 2.71 -0.86
C 4.20 3.36 -1.52
C 4.60 4.63 -1.11
C 3.99 5.23 -0.02
C 2.97 4.57 0.66
C 3.51 -0.17 2.36
P 1.94 -0.85 1.66
C 0.84 -0.89 3.13
C -0.49 -1.27 2.92
C -1.41 -1.30 3.96
C -1.01 -0.92 5.24
C 0.30 -0.54 5.46
C 1.22 -0.53 4.42
C 2.40 -2.61 1.43
C 3.10 -2.92 0.26
C 3.51 -4.22 0.01
C 3.19 -5.23 0.91
C 2.48 -4.94 2.06
C 2.09 -3.63 2.32
H 4.09 1.48 3.57
H 4.18 1.85 1.88
H 2.42 3.10 3.09
H 1.57 1.61 3.46
H 0.40 5.21 0.72
H -1.66 6.33 1.47
H -3.32 5.11 2.83
H -2.91 2.75 3.46
H -0.84 1.62 2.74
H 2.87 1.72 -1.17
H 4.69 2.89 -2.36
H 5.40 5.14 -1.63
H 4.31 6.21 0.31
H 2.52 5.04 1.52
H 3.73 -0.74 3.26
H 4.29 -0.44 1.65
H -0.79 -1.59 1.92
H -2.43 -1.61 3.78
H -1.72 -0.94 6.06
H 0.62 -0.26 6.46
H 2.24 -0.24 4.63
H 3.33 -2.14 -0.45
H 4.07 -4.45 -0.89
H 3.52 -6.25 0.72
H 2.25 -5.72 2.77
H 1.55 -3.41 3.24
N -1.56 0.01 -2.69
C -0.48 -0.21 -3.66
C -0.89 -0.95 -4.94
C -1.55 -2.34 -4.80
C -0.70 -3.48 -5.38
N 0.55 -3.67 -4.64
C 0.76 -4.52 -3.65
N 1.74 -4.27 -2.79
N 0.01 -5.63 -3.51
C 0.74 -0.80 -2.93
O 1.67 -1.29 -3.58
O 0.77 -0.66 -1.65
H -2.10 -0.83 -2.52
H -2.19 0.74 -3.01
H -0.15 0.79 -3.95
H 0.01 -1.03 -5.56
H -1.56 -0.29 -5.48
H -2.49 -2.35 -5.35
H -1.81 -2.59 -3.76
H -0.43 -3.24 -6.40
H -1.26 -4.41 -5.42
H 1.14 -2.84 -4.61
H 2.11 -3.32 -2.73
H 1.98 -4.92 -2.06
H -0.54 -5.95 -4.29
H 0.32 -6.34 -2.88
```

Calculated values
Orbital gap = 0.260 hartree
Net charge = +2
LUMO = -0.18742 Eh
Max |F| = 0.00936 Eh/bohr



Entry 9:
Formula: C7H8F2O4P
Source: the OMol25 dataset
Level of theory: the ωB97M-V functional and the def2-TZVPD basis

Geometry as XYZ:
```
22
Properties=species:S:1:pos:R:3
C 2.98 0.66 3.45
C 1.48 1.58 -1.79
C -0.74 0.20 0.79
C -0.77 -0.50 -0.26
C -0.45 1.30 1.62
C -1.64 -1.00 -2.53
C -1.82 -1.30 -1.07
O 2.87 1.15 2.46
O 2.07 2.53 -1.80
O 2.78 0.09 4.44
O 0.81 0.73 -1.25
F 0.36 -2.47 0.60
F 1.49 -0.37 0.92
P 0.93 -1.28 -0.29
H 0.58 1.39 1.92
H -0.98 1.26 2.56
H -0.72 2.13 0.87
H -2.17 -0.13 -2.85
H -1.90 -1.90 -3.22
H -0.57 -0.88 -2.83
H -1.80 -2.40 -0.98
H -2.78 -0.79 -0.75
```

Calculated values
Orbital gap (alpha / beta) = 0.278 / 0.193 hartree
Net charge = +1
Multiplicity = 3
LUMO (alpha / beta) = -0.15579 / -0.33365 Eh
Max |F| = 0.11292 Eh/bohr



Entry 10:
Formula: B7Ca2F28
Source: the OMol25 dataset
Level of theory: the ωB97M-V functional and the def2-TZVPD basis

Geometry as XYZ:
```
37
Properties=species:S:1:pos:R:3
Ca 2.99 -0.80 -1.67
Ca -1.03 0.81 2.18
B 3.09 -3.20 -0.76
F 3.05 -2.41 0.32
F 1.87 -2.90 -1.47
F 3.97 -2.66 -1.61
F 3.29 -4.65 -0.52
B 1.34 0.30 0.61
F 1.03 -0.71 -0.11
F 2.52 0.70 0.12
F 0.51 1.33 0.63
F 1.23 -0.10 1.90
B -0.55 2.97 3.67
F -1.65 2.22 4.11
F -0.37 4.12 4.24
F 0.41 2.03 3.90
F -0.77 3.03 2.30
B 3.13 2.06 -3.17
F 3.57 3.32 -3.38
F 3.61 1.30 -4.14
F 3.54 1.35 -2.06
F 1.80 1.98 -3.29
B -1.69 -2.23 -2.15
F -1.01 -2.60 -3.24
F -2.24 -0.99 -2.25
F -2.77 -2.99 -1.92
F -0.91 -2.39 -1.07
B -2.58 -1.39 1.89
F -3.27 -1.42 0.69
F -2.90 -0.33 2.68
F -2.81 -2.51 2.49
F -1.22 -1.46 1.53
B -3.06 1.59 -0.10
F -2.85 1.99 1.21
F -2.87 2.74 -0.85
F -2.07 0.75 -0.37
F -4.32 1.13 -0.35
```

Calculated values
Orbital gap (alpha / beta) = 0.355 / 0.146 hartree
Net charge = -2
Multiplicity = 2
LUMO (alpha / beta) = 0.12887 / -0.08042 Eh
Max |F| = 0.12421 Eh/bohr



Entry 11:
Formula: C4H8O2
Source: the OMol25 dataset
Level of theory: the ωB97M-V functional and the def2-TZVPD basis

Geometry as XYZ:
```
14
Properties=species:S:1:pos:R:3
C -0.71 -0.06 -1.67
C -0.46 1.05 0.25
O -1.19 0.33 1.14
C -0.06 -0.46 1.58
C 0.87 0.45 0.75
O 1.85 -0.09 -0.06
H -0.73 -1.06 -1.22
H -1.65 0.12 -2.18
H 0.14 0.09 -2.34
H -0.81 1.12 -0.88
H -0.13 -1.49 1.20
H 0.03 -0.46 2.67
H 1.37 1.19 1.39
H 1.42 -0.63 -0.73
```

Calculated values
Orbital gap = 0.317 hartree
ΔE to the lowest compared entry with this formula, charge and spin = 5.804 eV
LUMO = 0.02621 Eh
Max |F| = 0.00582 Eh/bohr